This record from the Open Molecules 2025 dataset describes a cluster of 2 separate species, C3H5N in total in a non-equilibrium geometry. The level of theory is wB97M-V/def2-TZVPD.

```
! wB97M-V def2-TZVPD RIJCOSX def2/J DEFGRID3
* xyz 0 3
C -0.1163 -0.3271 -0.5092
C 1.5168 0.3388 2.8746
C -1.2659 0.2402 -1.1389
N 0.7974 -0.6864 0.0616
H 2.0983 0.0142 3.7665
H 2.2721 0.5161 2.1205
H -1.2379 1.3319 -1.1845
H -2.1962 0.0428 -0.6238
H -1.5383 -0.0778 -2.2787
*
```

## Properties
HOMO-LUMO gap (spin up / spin down) = 9.60 / 11.20 eV
E = -4676.5474 eV
Energy relative to the best compared isomer or geometry (same formula, charge and spin) = 86.1 kJ/mol
Molar mass = 55.1 g mol⁻¹

The natural (NBO) scheme yields these atomic charges, measured in e:
1. C 0.28
2. C -0.21
3. C -0.74
4. N -0.31
5. H 0.10
6. H 0.11
7. H 0.26
8. H 0.26
9. H 0.26